(1)
Computed, not measured: C34H47BN6PRuS3 as an isolated structure at a distorted geometry, with wB97M-V/def2-TZVPD.

LUMO level (spin up / spin down) (eV): -11.1 / -11.1
Total energy (eV): -89994.0757
Kohn-Sham gap (spin up / spin down) (eV): 5.14 / 5.12

The geometry in ORCA input format:
```
! RIJCOSX wB97M-V def2-TZVPD def2/J DEFGRID3
* xyz 3 1
Ru -0.019 0.763 -0.364
C 0.744 0.205 5.429
C 1.985 -0.222 4.643
C 2.956 -0.945 5.571
C 2.699 0.972 4.009
N 1.552 -1.141 3.557
C 1.835 -2.474 3.492
C 1.288 -2.968 2.350
N 0.663 -1.939 1.702
B -0.031 -1.924 0.342
N -1.517 -2.282 0.380
C -2.109 -3.356 0.984
C -3.451 -3.272 0.772
N -3.695 -2.148 0.044
C -2.510 -1.554 -0.201
S -2.273 -0.169 -1.184
C -5.032 -1.699 -0.418
C -5.233 -0.230 -0.041
C -5.095 -1.903 -1.932
C -6.119 -2.533 0.254
N 0.761 -2.622 -0.762
C 0.977 -3.965 -0.916
C 1.788 -4.136 -1.990
N 2.078 -2.906 -2.510
C 1.435 -1.987 -1.759
S 1.406 -0.279 -2.030
C 2.949 -2.746 -3.706
C 3.590 -1.363 -3.720
C 2.091 -2.960 -4.954
C 4.048 -3.812 -3.655
C 0.838 -0.826 2.460
S 0.183 0.727 2.075
H 1.045 0.872 6.232
H 0.259 -0.659 5.877
H 0.025 0.730 4.803
H 3.307 -0.240 6.317
H 3.825 -1.317 5.038
H 2.477 -1.761 6.102
H 3.085 1.616 4.793
H 2.028 1.572 3.396
H 3.537 0.639 3.400
H 2.408 -2.998 4.229
H 1.329 -3.965 1.961
H 0.009 -0.760 0.015
H -1.549 -4.095 1.520
H -4.219 -3.942 1.094
H -4.590 0.427 -0.622
H -5.050 -0.075 1.020
H -6.259 0.052 -0.252
H -4.342 -1.314 -2.448
H -6.072 -1.592 -2.290
H -4.959 -2.953 -2.182
H -6.070 -2.469 1.338
H -6.081 -3.575 -0.052
H -7.088 -2.150 -0.053
H 0.545 -4.695 -0.263
H 2.178 -5.044 -2.398
H 2.882 -0.596 -4.019
H 4.396 -1.352 -4.446
H 4.014 -1.122 -2.748
H 1.298 -2.221 -5.031
H 1.651 -3.953 -4.967
H 2.728 -2.865 -5.828
H 4.524 -3.855 -2.678
H 4.811 -3.555 -4.384
H 3.683 -4.799 -3.923
C 0.115 3.102 -2.987
P 0.052 2.917 -1.177
C 1.494 3.818 -0.535
C 2.750 3.488 -1.052
C 3.851 4.240 -0.690
C 3.712 5.282 0.219
C 2.465 5.597 0.740
C 1.351 4.856 0.387
C -1.405 3.833 -0.625
C -2.289 3.220 0.261
C -3.408 3.906 0.695
C -3.639 5.203 0.255
C -2.754 5.816 -0.620
C -1.637 5.135 -1.070
H 0.201 4.158 -3.236
H -0.802 2.697 -3.416
H 0.969 2.565 -3.399
H 2.852 2.660 -1.745
H 4.818 4.020 -1.114
H 4.580 5.841 0.529
H 2.358 6.427 1.420
H 0.384 5.103 0.798
H -2.079 2.201 0.611
H -4.101 3.443 1.379
H -4.512 5.738 0.597
H -2.936 6.828 -0.952
H -0.943 5.618 -1.744
*
```

(2)
Computed, not measured: C22H34F9N4OPdS2SbSi as an isolated structure at a distorted geometry, with wB97M-V/def2-TZVPD.

LUMO level (eV): 4.1
Total energy (eV): -95397.4194
Kohn-Sham gap (eV): 4.27

The geometry in ORCA input format:
```
! RIJCOSX wB97M-V def2-TZVPD def2/J DEFGRID3
* xyz -2 1
Pd 10.356 12.821 10.850
C 7.503 8.015 15.611
Si 7.986 8.794 13.954
C 6.314 9.184 13.159
C 8.932 7.399 13.113
C 8.951 10.308 14.370
C 9.254 10.808 15.634
C 9.917 12.024 15.805
C 10.190 12.711 14.638
N 9.946 12.277 13.414
C 9.370 11.066 13.235
S 9.184 10.561 11.604
H 6.880 7.126 15.464
H 6.952 8.728 16.212
H 8.385 7.710 16.156
H 5.756 8.267 13.026
H 6.446 9.609 12.169
H 5.762 9.893 13.764
H 8.322 6.497 13.079
H 9.812 7.175 13.699
H 9.242 7.633 12.098
H 8.910 10.272 16.513
H 10.124 12.461 16.771
H 10.609 13.712 14.684
F 12.143 13.448 5.860
C 10.837 13.416 6.148
F 10.356 12.287 5.601
F 10.287 14.449 5.487
C 10.603 13.365 7.671
O 11.050 12.226 8.110
C 11.387 14.658 8.275
F 11.239 15.786 7.505
F 12.698 14.412 8.344
F 11.017 15.026 9.525
C 9.015 13.545 7.923
F 8.255 13.398 6.810
F 8.576 12.634 8.767
F 8.678 14.754 8.432
C 16.083 13.068 11.373
C 15.140 12.257 10.492
Sb 12.914 12.270 10.791
C 12.905 14.122 11.966
C 13.444 14.206 13.398
C 12.952 10.823 12.396
C 14.172 10.606 13.281
H 17.130 13.030 11.028
H 16.076 12.716 12.399
H 15.805 14.124 11.387
H 15.422 11.200 10.528
H 15.278 12.553 9.441
H 11.841 14.375 11.997
H 13.393 14.883 11.341
H 13.050 13.408 14.018
H 13.146 15.159 13.863
H 14.535 14.140 13.450
H 12.697 9.876 11.900
H 12.107 11.085 13.041
H 15.079 10.337 12.723
H 13.961 9.791 13.986
H 14.414 11.506 13.844
C 8.512 18.714 9.385
C 8.510 18.538 10.901
C 8.481 17.097 11.290
N 9.504 16.450 11.743
N 9.270 15.076 11.901
C 8.052 14.769 11.574
N 7.339 13.559 11.667
S 7.096 16.071 11.092
H 8.603 19.770 9.110
H 7.611 18.302 8.946
H 9.346 18.193 8.912
H 7.632 19.042 11.312
H 9.419 18.976 11.346
H 8.013 12.731 11.773
H 6.957 13.478 10.722
*
```

(3)
Computed, not measured: C43H31AgF5OP2Si as an isolated structure at a distorted geometry, with wB97M-V/def2-TZVPD.

LUMO level (eV): 2.5
Total energy (eV): -91182.3301
Kohn-Sham gap (eV): 4.88

The geometry in ORCA input format:
```
! RIJCOSX wB97M-V def2-TZVPD def2/J DEFGRID3
* xyz -1 1
Ag 0.048 0.710 -0.288
C -0.557 1.973 2.993
Si -0.208 0.358 2.110
C 1.427 -0.143 2.908
C 1.559 -0.180 4.296
C 2.593 -0.874 4.889
C 3.497 -1.530 4.063
C 3.523 -1.275 2.706
C 2.525 -0.501 2.111
P 2.495 -0.126 0.330
C 2.686 -1.660 -0.562
C 3.121 -1.675 -1.878
C 3.012 -2.821 -2.615
C 2.424 -3.937 -2.088
C 1.902 -3.878 -0.814
C 2.053 -2.750 -0.022
C 3.845 0.979 -0.145
C 5.126 0.443 -0.360
C 6.050 1.147 -1.103
C 5.678 2.334 -1.741
C 4.457 2.902 -1.466
C 3.529 2.217 -0.697
C -1.468 -0.988 2.419
C -1.722 -1.577 3.679
C -2.600 -2.642 3.785
C -3.411 -3.012 2.717
C -3.209 -2.448 1.461
C -2.210 -1.496 1.294
P -2.036 -0.627 -0.316
C -1.913 -1.834 -1.698
C -1.978 -3.229 -1.566
C -1.741 -3.993 -2.704
C -1.265 -3.461 -3.870
C -1.168 -2.092 -3.964
C -1.507 -1.269 -2.893
C -3.658 0.113 -0.529
C -4.326 0.185 -1.749
C -5.698 0.407 -1.746
C -6.389 0.649 -0.564
C -5.678 0.665 0.636
C -4.319 0.455 0.647
H -0.746 1.798 4.051
H -1.407 2.493 2.528
H 0.309 2.642 2.856
H 0.737 0.227 4.907
H 2.618 -1.023 5.930
H 4.182 -2.272 4.492
H 4.252 -1.761 2.079
H 3.651 -0.807 -2.311
H 3.309 -2.864 -3.674
H 2.340 -4.868 -2.628
H 1.329 -4.703 -0.431
H 1.781 -2.770 1.030
H 5.393 -0.578 0.024
H 7.046 0.774 -1.272
H 6.398 2.778 -2.453
H 4.265 3.964 -1.766
H 2.596 2.699 -0.414
H -1.269 -1.090 4.569
H -2.658 -3.180 4.715
H -4.227 -3.705 2.872
H -3.776 -2.740 0.576
H -2.227 -3.679 -0.593
H -1.847 -5.076 -2.608
H -0.955 -4.058 -4.697
H -0.799 -1.631 -4.873
H -1.451 -0.187 -2.997
H -3.830 -0.027 -2.696
H -6.179 0.322 -2.736
H -7.476 0.647 -0.528
H -6.254 0.687 1.567
H -3.785 0.529 1.583
F -0.517 7.910 -1.101
C -0.513 6.566 -1.175
C 0.068 5.801 -0.162
F 0.515 6.482 0.922
C 0.065 4.436 -0.202
F 0.288 3.669 0.938
C -0.171 3.746 -1.407
O 0.183 2.508 -1.577
C -0.968 4.545 -2.382
F -1.561 3.832 -3.335
C -1.187 5.888 -2.241
F -2.010 6.559 -3.049
*
```